51
Properties=species:S:1:pos:R:3:lowdin_charge:R:1 method="wB97M-V/def2-TZVPD" orbital_gap_ev="6.77 / 6.77" energy_ev=-60476.630 spin_multiplicity=1 total_charge=0 e_lumo_ev="-1.16 / -1.16" relative_energy_kj_mol=26.8 homo_ev="-7.9 / -7.9"
Pd -0.46 -0.34 0.13 0.8009
S -1.37 -0.46 -2.28 1.0890
S 2.99 1.66 2.14 1.0369
O -0.02 -1.66 -1.75 -0.3166
O 2.16 -1.93 -2.14 0.1349
N -2.91 1.42 0.98 -0.0475
N -1.77 1.35 0.29 -0.0763
N 1.23 -1.64 0.85 0.0342
N -2.20 -0.31 2.77 -0.0994
N -1.64 -1.21 1.94 -0.0181
C -3.08 2.89 -0.67 -0.0536
C 3.32 -1.59 1.98 -0.0105
C 0.93 1.04 0.74 -0.1983
C -1.86 2.23 -0.72 -0.2280
C -0.28 0.13 -3.50 -0.4756
C 1.14 -1.35 -2.38 -0.5372
C 2.01 2.92 1.52 -0.4100
C 1.97 0.02 -4.33 0.0152
C 0.99 -0.35 -3.42 -0.1829
C 2.20 -0.95 1.45 -0.2789
C -3.71 2.33 0.42 -0.0869
C -0.65 0.99 -4.54 -0.0723
C 0.32 1.35 -5.47 -0.0630
C 1.63 0.88 -5.36 -0.0599
C 1.96 0.47 1.43 -0.5143
C 0.95 2.46 0.80 -0.1917
C -1.14 -2.17 2.72 -0.1758
C -2.05 -0.69 4.05 -0.0992
C 3.44 -2.95 1.83 -0.0460
C -1.37 -1.89 4.07 -0.0646
C 1.36 -2.95 0.67 -0.1404
C 2.45 -3.66 1.15 -0.0461
B -3.27 0.72 2.35 -0.4122
H 4.30 -3.47 2.24 0.1114
H 2.37 1.17 -6.09 0.1069
H -0.67 -3.03 2.28 0.0852
H 2.97 -0.38 -4.21 0.1294
H 0.04 2.00 -6.28 0.1094
H 4.09 -1.00 2.46 0.1042
H -4.33 0.15 2.20 0.0678
H 0.57 -3.45 0.12 0.1207
H -2.44 -0.09 4.85 0.1166
H -1.08 -2.48 4.92 0.0869
H 0.22 3.11 0.35 0.0815
H -4.68 2.54 0.86 0.1262
H 2.27 3.95 1.73 0.0664
H -3.33 1.57 3.21 0.0684
H -1.03 2.37 -1.40 0.0988
H -1.66 1.36 -4.62 0.1133
H 2.53 -4.72 0.98 0.1078
H -3.45 3.65 -1.34 0.0932